Record 1
The following is a DFT calculation (ωB97M-V/def2-TZVPD) of a 2-piece molecular cluster, C2H3Cl2P overall in a non-equilibrium geometry.

Structure (XYZ):
```
8
Properties=species:S:1:pos:R:3:forces:R:3:lowdin_spin:R:1
Cl 2.3618 1.5430 0.3875 -0.01 -0.54 -0.14 0.02
H -0.7393 -1.5029 -0.7711 0.18 -0.04 0.87 0.08
C -0.7371 0.6748 -1.1134 2.32 10.00 2.92 0.91
C -0.8696 -0.5114 -1.1330 -1.96 -11.40 -2.33 0.91
P 2.8641 -0.3786 1.0982 -1.20 1.12 0.25 0.00
H -0.7856 1.5891 -1.5839 -0.56 1.43 -1.46 0.07
Cl 4.5172 -0.8174 0.0707 0.85 -0.14 -0.40 0.00
H 3.4440 0.2928 2.1876 0.38 -0.43 0.29 0.00
```
Positions in Å, forces in eV/Å.

⟨S²⟩: 2.0030
F_max, eV/A: 11.8
Frontier orbital gap (spin up / spin down), eV: 6.04 / 7.27
Spin multiplicity: 3
Lowest unoccupied orbital energy (spin up / spin down), eV: 0.328 / -2.751
DFT total energy, eV: -36449.4492

=====

Record 2
The following is a DFT calculation (ωB97M-V/def2-TZVPD) of a 2-piece molecular cluster, C4H8N2O2P overall in a non-equilibrium geometry.

Structure (XYZ):
```
17
Properties=species:S:1:pos:R:3:forces:R:3:lowdin_spin:R:1
H 1.9935 2.1065 -1.0141 -0.85 0.21 0.00 0.00
O 1.3480 -2.1532 0.8313 1.30 -0.37 1.04 0.16
H 2.6264 1.7018 1.0793 -0.07 -1.40 0.66 0.00
C 1.3048 1.4252 -0.4943 -1.60 1.72 0.13 0.01
H 1.0855 0.7181 1.6531 0.36 0.12 -0.39 0.00
O 0.5140 -1.7624 -1.5294 0.41 0.07 -1.95 0.16
H -1.4237 -0.1440 -1.6535 0.23 -0.05 1.37 0.01
C 1.8085 0.9706 0.8684 0.30 3.18 0.51 0.01
P 0.9298 -1.1918 -0.2223 -1.00 -1.93 0.23 0.40
H -2.7816 0.5266 -0.6149 -0.57 0.80 -0.25 0.02
N -1.0903 0.0838 0.6440 -2.30 0.68 -0.69 0.85
N 1.9185 0.2019 -0.2900 2.05 -2.59 -0.78 0.13
C -1.9550 -1.0390 0.4884 -1.66 -0.04 -0.01 0.11
C -1.8754 -0.0268 -0.6398 0.80 -1.03 0.52 0.07
H -1.6075 -2.1096 0.5794 0.00 1.51 -0.33 0.02
H -2.9833 -0.8163 0.9077 1.17 -0.84 0.22 0.04
H 0.1877 1.5086 -0.5933 1.44 -0.03 -0.29 0.00
```
Positions in Å, forces in eV/Å.

⟨S²⟩: 2.0070
F_max, eV/A: 3.4
Frontier orbital gap (spin up / spin down), eV: 4.38 / 7.32
Charge: -1
Spin multiplicity: 3
Lowest unoccupied orbital energy (spin up / spin down), eV: 3.894 / 2.527
DFT total energy, eV: -20637.7688

=====

Record 3
The following is a DFT calculation (ωB97M-V/def2-TZVPD) of one molecule with the formula C22H18ClNO3.

Structure (XYZ):
```
45
Properties=species:S:1:pos:R:3:forces:R:3:lowdin_charge:R:1
H 2.8696 1.0163 -5.3507 0.00 0.12 -0.03 0.11
C -1.2034 0.4979 7.4788 -0.01 0.04 0.12 -0.10
C -0.4709 1.0584 2.4797 0.09 -0.17 0.26 0.00
H -0.1974 1.6002 3.3732 -0.01 0.03 0.03 0.12
C 1.7359 -0.5454 -4.4111 0.33 -0.37 -0.06 -0.21
C -1.4774 1.2438 -3.5450 -0.14 -0.11 0.23 -0.09
C -1.0100 -1.0142 1.3734 0.04 -0.04 0.45 0.02
H -2.2688 1.0619 -4.2757 0.07 0.00 -0.03 0.13
Cl 2.8119 -4.3280 -3.8191 0.00 -0.23 0.07 0.68
H -2.5518 0.4304 -1.8537 -0.03 0.07 -0.02 0.11
C 0.0038 -0.9173 5.9623 -0.03 -0.01 -0.38 0.00
N 0.6550 0.3108 -4.1884 0.11 0.38 -0.16 0.14
C -1.1222 -0.3516 0.1702 -0.01 0.24 -0.02 -0.01
C -0.9163 1.0272 0.1066 0.22 0.00 0.45 -0.15
C 2.8581 -0.0227 -5.0538 -0.08 0.00 0.05 -0.03
H 0.7763 -1.6421 5.7579 0.08 -0.08 -0.04 0.12
H -0.9615 2.1696 -3.8006 -0.05 -0.02 -0.03 0.11
H -2.4478 0.7674 4.3439 -0.03 0.02 -0.04 0.12
C 2.8334 -2.6684 -4.2955 0.11 0.37 -0.16 -0.67
H 0.8056 1.2577 -4.5091 -0.16 -0.16 0.13 0.14
H -2.8443 2.1537 -2.1457 0.00 -0.03 0.06 0.13
C -2.0846 1.3681 -2.1450 0.22 0.09 -0.33 -0.10
H -1.1493 -2.0821 1.4338 -0.01 -0.12 0.01 0.12
C -2.0059 0.9281 6.4358 0.02 0.01 0.04 -0.08
O -0.2831 2.7323 -1.3917 -0.06 0.03 -0.03 0.10
C -0.2040 -0.4304 7.2390 -0.04 0.05 0.03 -0.08
H -1.3206 -0.9174 -0.7273 -0.09 -0.03 -0.10 0.10
C 3.9518 -0.8259 -5.3098 -0.07 0.01 0.03 -0.08
H -2.7956 1.6416 6.6183 -0.06 0.05 0.01 0.10
H 0.4204 -0.7756 8.0494 0.05 -0.04 0.06 0.10
C -0.5595 1.7112 1.2691 -0.09 -0.08 -0.24 0.00
C -0.7116 -0.3131 2.5421 0.02 0.25 -0.59 -0.25
O -0.8346 -1.0165 -3.0862 -0.08 -0.33 0.16 0.07
C -0.5316 0.0512 -3.5713 -0.07 0.58 -0.30 -0.45
H -0.3626 2.7711 1.2073 0.03 0.08 0.00 0.12
C 1.7254 -1.8828 -4.0280 -0.13 -0.10 0.09 -0.04
C -1.8110 0.4448 5.1548 0.02 -0.17 -0.25 -0.02
H -1.3608 0.8803 8.4757 -0.01 0.03 0.09 0.10
C 3.9517 -2.1586 -4.9344 -0.01 -0.13 0.05 -0.12
H 4.8152 -0.4117 -5.8077 0.07 0.04 -0.04 0.11
O -0.5908 -1.0470 3.6822 0.03 -0.22 0.04 0.04
C -0.7952 -0.4740 4.9141 -0.08 0.16 0.49 -0.26
H 4.8018 -2.7910 -5.1322 0.07 -0.08 0.00 0.10
H 0.8657 -2.2974 -3.5301 0.01 -0.03 0.00 0.10
C -1.0091 1.7896 -1.1552 -0.21 -0.12 -0.10 -0.36
```
Positions in Å, forces in eV/Å.

F_max, eV/A: 0.7
Frontier orbital gap, eV: 9.00
Structure (SMILES): O=C(CCC(=O)c1ccc(Oc2ccccc2)cc1)Nc1cccc(Cl)c1
Lowest unoccupied orbital energy, eV: 0.433
DFT total energy, eV: -43261.9688

=====

Record 4
The following is a DFT calculation (ωB97M-V/def2-TZVPD) of one molecule with the formula C3H3NO in a non-equilibrium geometry.

Structure (XYZ):
```
8
Properties=species:S:1:pos:R:3:forces:R:3:lowdin_charge:R:1
C 0.1818 -0.9940 -0.2379 -3.79 -4.29 -1.35 -0.21
H -0.4008 2.1915 0.5045 1.41 0.22 0.15 0.09
H 0.0479 -2.1464 -0.5990 -0.20 3.15 1.11 0.16
O 1.4542 0.5277 0.2677 -1.91 7.31 2.42 -0.09
C -0.8054 0.1013 -0.0910 4.23 0.61 0.86 -0.05
C -0.0023 1.1984 0.3289 -0.81 -5.69 -2.16 0.07
N 1.3556 -0.7045 0.0815 1.38 -2.19 -1.17 -0.06
H -1.8310 -0.1740 -0.2546 -0.30 0.90 0.13 0.09
```
Positions in Å, forces in eV/Å.

F_max, eV/A: 7.9
Frontier orbital gap, eV: 10.94
Structure (SMILES): c1cnoc1
Lowest unoccupied orbital energy, eV: 0.977
DFT total energy, eV: -6693.2901